(1)
Density functional theory data (ωB97M-V with the def2-TZVPD basis set) for the ion C7H11N2O4 with charge -1.

Properties
Net charge: -1
DFT total energy, a.u.: -683.6917
Kohn-Sham gap (alpha / beta), eV: 6.73 / 6.73
Spin multiplicity: 1

Each line ends with the natural charge from an NBO analysis.
CARTESIAN COORDINATES (ANGSTROEM)
C (-0.41, -1.55, -0.12)  -0.48
C (-1.73, -0.99, 0.00)  0.47
C (3.58, 0.76, 0.03)  0.76
C (0.81, -0.96, 0.00)  0.51
C (-2.95, -1.66, 0.40)  -0.70
C (2.18, 1.13, 0.34)  -0.52
C (1.12, 0.42, -0.50)  -0.49
N (-2.88, 1.10, 0.21)  -0.33
N (-2.21, 2.40, -0.09)  -0.70
O (4.35, 1.64, -0.15)  -0.68
O (3.92, -0.47, 0.11)  -0.78
O (-1.74, 0.28, -0.17)  -0.36
O (1.77, -1.75, 0.37)  -0.68
H (-0.40, -2.61, -0.19)  0.21
H (-2.72, -2.55, 0.99)  0.22
H (-3.67, -1.98, -0.58)  0.23
H (-3.64, -1.02, 0.97)  0.27
H (2.17, 2.20, -0.04)  0.22
H (1.80, 1.03, 1.39)  0.22
H (1.31, 0.31, -1.58)  0.23
H (0.20, 0.93, -0.39)  0.23
H (-1.23, 2.13, -0.02)  0.33
H (-2.46, 2.55, -1.13)  0.31
H (2.82, -1.33, 0.17)  0.51

=====

(2)
Density functional theory data (ωB97M-V with the def2-TZVPD basis set) for the ion C2H7N4O with charge +1.

Properties
Net charge: +1
DFT total energy, a.u.: -374.3268
SMILES string: NN(N)C(=[NH2+])C=O
Kohn-Sham gap, eV: 8.94
Spin multiplicity: 1

Each line ends with the natural charge from an NBO analysis.
CARTESIAN COORDINATES (ANGSTROEM)
N (-0.71, 0.55, 1.28)  -0.67
N (0.18, 0.54, 0.22)  -0.01
N (1.16, 1.52, 0.06)  -0.57
C (0.14, -0.56, -0.57)  0.40
N (-0.80, -1.49, -0.29)  -0.70
C (1.29, -0.70, -1.54)  0.34
O (1.95, 0.26, -1.78)  -0.39
H (-1.60, 0.93, 1.15)  0.39
H (-0.35, 0.90, 2.15)  0.40
H (1.02, 2.08, -0.70)  0.39
H (1.09, 2.12, 0.88)  0.38
H (-0.96, -2.26, -0.94)  0.44
H (-1.53, -1.17, 0.25)  0.42
H (1.56, -1.64, -2.04)  0.18

=====

(3)
Density functional theory data (ωB97M-V with the def2-TZVPD basis set) for a cluster of 2 separate species, C5H11N2O in total.

Properties
Net charge: +1
DFT total energy, a.u.: -381.6343
Kohn-Sham gap, eV: 10.90
Spin multiplicity: 1

Each line ends with the natural charge from an NBO analysis.
CARTESIAN COORDINATES (ANGSTROEM)
C (-0.26, -1.66, -1.88)  -0.62
C (-0.77, -0.29, -1.50)  -0.46
C (0.17, 0.63, -0.78)  0.17
C (1.14, 1.49, -1.20)  -0.07
N (1.79, 2.06, -0.13)  -0.46
C (1.27, 1.52, 0.98)  0.27
N (0.26, 0.74, 0.63)  -0.46
H (-0.04, -2.37, -1.05)  0.22
H (0.65, -1.57, -2.49)  0.23
H (-1.07, -2.24, -2.32)  0.25
H (-1.78, -0.16, -1.15)  0.25
H (-0.85, 0.25, -2.48)  0.24
H (1.30, 1.74, -2.25)  0.26
H (2.29, 2.93, -0.19)  0.46
H (1.54, 1.79, 2.00)  0.26
H (-0.26, 0.07, 1.19)  0.46
H (-1.34, -2.29, 4.06)  0.48
H (-2.27, -1.21, 4.68)  0.48
O (-1.75, -1.43, 3.90)  -0.96

=====

(4)
Density functional theory data (ωB97M-V with the def2-TZVPD basis set) for a cluster of 2 separate species, C3H8O2 in total.

Properties
Net charge: 0
DFT total energy, a.u.: -269.5717
SMILES string: CC(C)=O.O
Kohn-Sham gap, eV: 10.41
Spin multiplicity: 1

Each line ends with the natural charge from an NBO analysis.
CARTESIAN COORDINATES (ANGSTROEM)
C (-0.26, -1.05, 0.22)  -0.72
C (0.49, 0.06, 0.95)  0.59
C (-0.35, 0.88, 1.91)  -0.73
O (1.69, 0.10, 0.89)  -0.54
H (-0.30, -1.93, 0.89)  0.24
H (0.12, -1.38, -0.77)  0.24
H (-1.28, -0.65, 0.09)  0.21
H (0.27, 1.67, 2.38)  0.24
H (-0.75, 0.23, 2.71)  0.24
H (-1.20, 1.36, 1.40)  0.23
O (0.17, 0.43, -3.58)  -0.94
H (1.00, 0.74, -3.14)  0.47
H (0.39, -0.46, -3.94)  0.47

=====

(5)
Density functional theory data (ωB97M-V with the def2-TZVPD basis set) for the ion C5H10NO2 with charge +1.

Properties
Net charge: +1
DFT total energy, a.u.: -401.4291
SMILES string: C=CC[C@H]([NH3+])C(=O)O
Kohn-Sham gap, eV: 10.66
Spin multiplicity: 1

Each line ends with the natural charge from an NBO analysis.
CARTESIAN COORDINATES (ANGSTROEM)
C (0.78, -1.40, -2.84)  -0.40
C (0.13, -1.63, -1.66)  -0.22
C (0.56, -1.15, -0.21)  -0.48
C (-0.54, -0.16, 0.20)  -0.14
N (-0.47, 0.93, -0.83)  -0.74
C (-0.33, 0.63, 1.62)  0.79
O (-0.78, 0.55, 2.69)  -0.46
O (0.57, 1.74, 1.39)  -0.80
H (0.72, -1.89, -3.84)  0.25
H (1.72, -0.90, -2.89)  0.20
H (-0.84, -2.16, -1.74)  0.22
H (1.64, -0.87, -0.28)  0.27
H (0.35, -2.17, 0.30)  0.28
H (-1.57, -0.75, 0.13)  0.28
H (0.03, 1.81, -0.45)  0.49
H (-0.07, 0.76, -1.78)  0.47
H (-1.47, 1.28, -1.09)  0.45
H (0.84, 2.33, 2.17)  0.55

=====

(6)
Density functional theory data (ωB97M-V with the def2-TZVPD basis set) for a cluster of 2 separate species, C8H14N4O5 in total.

Properties
Net charge: 0
DFT total energy, a.u.: -908.1834
Kohn-Sham gap, eV: 6.74
Spin multiplicity: 1

Each line ends with the natural charge from an NBO analysis.
CARTESIAN COORDINATES (ANGSTROEM)
C (-0.86, 2.20, 0.87)  -0.12
C (-0.76, 0.62, 0.78)  0.66
C (0.49, 2.86, 1.26)  -0.51
C (1.54, 2.82, 0.22)  0.66
C (0.18, -1.16, -0.70)  -0.24
C (1.28, -1.43, -1.68)  0.81
C (-1.06, -2.02, -0.74)  -0.56
C (-0.75, -3.40, 0.01)  0.70
H (-2.77, 2.22, 1.20)  0.36
H (-2.14, 1.59, 2.41)  0.39
H (-1.06, 2.62, -0.05)  0.23
H (0.94, 2.18, 2.09)  0.22
H (0.43, 3.79, 1.77)  0.26
H (3.60, 2.67, 1.37)  0.35
H (3.27, 3.77, -0.76)  0.42
H (0.76, 0.89, -0.77)  0.46
H (0.53, -1.83, 0.28)  0.30
H (-1.67, -1.88, -1.69)  0.23
H (-1.97, -1.90, -0.17)  0.28
H (-1.95, -5.36, -0.15)  0.43
H (-2.33, -3.63, -1.01)  0.40
H (2.11, -2.84, -2.61)  0.49
N (-1.93, 2.45, 1.71)  -0.83
N (2.72, 3.68, 0.25)  -0.74
N (0.14, 0.19, -0.30)  -0.63
N (-1.65, -4.31, -0.56)  -0.84
O (-1.61, -0.18, 1.42)  -0.68
O (0.87, 2.36, -0.84)  -0.65
O (1.93, -0.62, -2.28)  -0.59
O (0.32, -3.59, 0.66)  -0.59
O (1.43, -2.77, -1.97)  -0.69

=====

(7)
Density functional theory data (ωB97M-V with the def2-TZVPD basis set) for a structure of composition C6H6F18K4O21S6.

Properties
Net charge: -1
Expectation value of S²: 0.77
DFT total energy, a.u.: -8398.9341
Kohn-Sham gap (alpha / beta), eV: 5.39 / 3.18
Spin multiplicity: 2

Each line ends with the natural charge from an NBO analysis.
CARTESIAN COORDINATES (ANGSTROEM)
K (2.80, 3.78, -3.68)  0.98
K (4.32, -0.44, -2.36)  0.98
K (2.37, 1.55, 3.26)  0.96
K (1.39, 5.38, 0.81)  0.99
C (-2.61, 1.43, 2.91)  0.71
F (-3.89, 1.58, 2.95)  -0.31
F (-2.33, 0.20, 2.55)  -0.32
F (-2.07, 2.32, 2.05)  -0.35
S (-2.01, 1.61, 4.67)  2.26
O (-2.48, 3.03, 4.94)  -1.02
O (-2.77, 0.57, 5.42)  -0.95
O (-0.54, 1.46, 4.68)  -1.01
C (4.74, -0.65, 1.41)  0.75
F (5.40, -1.63, 0.71)  -0.33
F (3.41, -0.57, 1.12)  -0.32
F (4.94, -0.76, 2.74)  -0.29
S (5.54, 1.08, 0.97)  2.28
O (6.93, 1.08, 1.43)  -0.97
O (5.53, 1.15, -0.49)  -1.08
O (4.80, 2.15, 1.65)  -1.02
C (-4.24, -1.19, 0.40)  0.77
F (-2.94, -0.80, 0.17)  -0.32
F (-4.91, -0.30, 1.06)  -0.28
F (-4.85, -1.43, -0.80)  -0.31
S (-4.12, -2.85, 1.37)  2.22
O (-3.74, -2.59, 2.75)  -0.58
O (-5.42, -3.50, 1.27)  -0.71
O (-3.08, -3.54, 0.65)  -0.78
C (-0.08, 0.96, -1.06)  0.80
F (0.24, -0.31, -0.89)  -0.30
F (-0.31, 1.20, -2.35)  -0.29
F (-1.08, 1.29, -0.18)  -0.31
S (1.55, 2.06, -0.68)  2.29
O (1.12, 3.44, -0.80)  -1.11
O (1.95, 1.79, 0.69)  -1.01
O (2.58, 1.72, -1.69)  -1.05
C (0.30, -1.84, 2.54)  0.71
F (-0.90, -2.43, 2.67)  -0.33
F (0.95, -2.63, 1.69)  -0.33
F (0.16, -0.54, 2.07)  -0.35
S (1.20, -1.94, 4.27)  2.31
O (1.68, -3.32, 4.26)  -0.99
O (2.27, -0.96, 4.18)  -1.07
O (0.21, -1.70, 5.31)  -0.94
C (1.75, -0.29, -5.49)  0.74
F (2.70, -0.07, -6.34)  -0.31
F (1.17, -1.42, -5.68)  -0.29
F (2.22, -0.31, -4.26)  -0.35
S (0.51, 1.18, -5.72)  2.24
O (-0.89, 0.67, -5.55)  -0.94
O (0.91, 2.26, -4.75)  -1.09
O (0.82, 1.64, -7.06)  -0.98
O (-1.63, -3.10, -1.40)  -0.94
H (-1.19, -2.58, -0.72)  0.46
H (-2.46, -3.36, -1.01)  0.47
O (-3.26, 0.93, -2.05)  -0.95
H (-3.85, 1.67, -1.95)  0.47
H (-2.75, 0.91, -1.24)  0.47
O (-1.96, -1.37, -3.95)  -0.96
H (-1.45, -0.57, -4.10)  0.48
H (-2.65, -1.10, -3.34)  0.47

=====

(8)
Density functional theory data (ωB97M-V with the def2-TZVPD basis set) for the ion C2H4N3O with charge +1.

Properties
Net charge: +1
DFT total energy, a.u.: -317.6812
SMILES string: C[n+]1cnno1
Kohn-Sham gap, eV: 10.88
Spin multiplicity: 1

Each line ends with the natural charge from an NBO analysis.
CARTESIAN COORDINATES (ANGSTROEM)
C (-1.29, 0.55, 0.03)  -0.47
N (0.07, 0.23, 0.01)  0.08
C (0.66, -1.02, -0.01)  0.23
N (1.94, -0.76, 0.03)  -0.17
N (2.19, 0.43, 0.01)  0.25
O (1.01, 1.10, 0.04)  -0.03
H (-1.72, -0.46, -0.13)  0.25
H (-1.79, 0.85, 1.00)  0.30
H (-1.45, 1.10, -0.95)  0.28
H (0.38, -2.03, -0.03)  0.29